100
Properties=species:S:1:pos:R:3 method="wB97M-V/def2-TZVPD" spin_multiplicity=5 s_squared=6.029 e_homo_ev="-8.6 / -9.4" de_lowest_kj_mol=2956.99 total_energy_ev=-89939.322 total_charge=+1
Pd -0.130 0.409 0.709
C -0.695 -2.287 4.559
C -1.090 -0.809 4.530
C -1.056 -0.242 5.950
P -0.139 0.099 3.236
C -0.549 1.907 3.550
C -2.082 2.145 3.448
C 0.281 2.859 2.469
C 1.582 -0.065 3.659
C 2.235 0.210 4.856
C 3.565 -0.146 5.014
C 4.230 -0.799 3.978
C 3.588 -1.034 2.770
C 2.272 -0.604 2.550
N 1.561 -0.671 1.354
C 2.326 -0.451 0.213
C 3.470 0.366 0.055
C 4.149 0.432 -1.149
C 3.701 -0.292 -2.274
C 2.553 -1.033 -2.194
C 1.845 -1.101 -0.923
P 0.228 -1.808 -0.472
C -0.712 -2.110 -2.051
C -0.374 -3.379 -2.836
C -2.224 -2.044 -1.799
C 0.514 -3.419 0.362
C 1.490 -4.383 -0.311
C -0.801 -4.126 0.703
H -1.353 -2.845 5.230
H 0.329 -2.427 4.914
H -0.771 -2.746 3.569
H -2.135 -0.769 4.201
H -0.084 -0.376 6.426
H -1.785 -0.764 6.576
H -1.311 0.819 5.986
H -0.260 2.212 4.576
H -2.494 1.865 2.489
H -2.311 3.194 3.612
H -2.625 1.575 4.208
H 0.043 2.598 1.334
H 1.365 2.753 2.609
H 0.009 3.952 2.626
H 1.712 0.697 5.669
H 4.078 0.062 5.944
H 5.261 -1.108 4.099
H 4.125 -1.530 1.967
H 3.830 0.947 0.897
H 5.037 1.047 -1.218
H 4.247 -0.240 -3.207
H 2.177 -1.546 -3.068
H -0.494 -1.282 -2.702
H -0.732 -4.280 -2.334
H 0.698 -3.489 -3.012
H -0.860 -3.353 -3.815
H -2.571 -2.855 -1.154
H -2.771 -2.117 -2.743
H -2.512 -1.103 -1.331
H 0.967 -3.185 1.331
H 1.087 -4.829 -1.220
H 1.717 -5.211 0.367
H 2.439 -3.902 -0.558
H -1.297 -4.526 -0.184
H -1.504 -3.454 1.205
H -0.616 -4.966 1.377
S -0.429 2.090 -5.747
C -0.459 1.432 -4.088
C 0.633 0.764 -3.576
C 0.560 0.275 -2.277
N -0.493 0.411 -1.473
C -1.546 1.079 -2.004
C -1.574 1.600 -3.283
C -1.060 0.676 -6.635
C -0.191 -0.278 -7.145
C -0.732 -1.353 -7.834
N -2.042 -1.521 -8.040
C -2.859 -0.585 -7.548
C -2.423 0.528 -6.845
H 1.531 0.616 -4.163
H 1.457 -0.313 -1.798
H -2.401 1.187 -1.351
H -2.452 2.125 -3.634
H 0.880 -0.196 -7.017
H -0.095 -2.126 -8.250
H -3.915 -0.747 -7.736
H -3.136 1.253 -6.477
O -1.205 1.600 0.054
C -1.005 3.416 -0.691
P -1.179 3.372 1.137
C -0.137 4.839 1.724
C -2.895 3.848 1.441
O -0.764 1.946 1.837
H -1.297 4.410 -1.081
H -1.619 2.692 -1.162
H 0.029 3.224 -0.983
H -0.451 5.775 1.228
H 0.914 4.674 1.497
H -0.235 4.997 2.810
H -3.111 4.801 0.953
H -3.095 3.957 2.497
H -3.577 3.093 1.045

86
Properties=species:S:1:pos:R:3 method="wB97M-V/def2-TZVPD" spin_multiplicity=2 s_squared=1.101 e_homo_ev="-12.9 / -13.0" total_energy_ev=-139900.925 total_charge=+2
Fe 0.415 -1.172 -0.219
N 3.294 -1.031 -3.486
C 2.566 -1.154 -2.371
S 0.812 -1.200 -2.462
N 3.109 -1.264 -1.198
N 2.335 -1.268 -0.153
C 2.824 -1.728 1.043
C 4.176 -2.248 1.157
C 4.408 -3.486 1.785
C 5.685 -4.000 1.858
C 6.763 -3.282 1.352
C 6.546 -2.046 0.752
C 5.268 -1.545 0.627
C 1.900 -1.708 2.098
C 2.244 -1.900 3.461
C 1.268 -1.847 4.420
C -0.062 -1.609 4.030
C -0.330 -1.421 2.692
N 0.604 -1.442 1.750
H 2.862 -1.190 -4.383
H 4.297 -1.091 -3.416
H 3.567 -4.063 2.140
H 5.839 -4.974 2.296
H 7.761 -3.688 1.418
H 7.382 -1.464 0.399
H 5.096 -0.586 0.165
H 3.275 -2.078 3.717
H 1.509 -1.995 5.460
H -0.857 -1.581 4.756
H -1.341 -1.269 2.335
O -1.436 -1.447 -0.252
P -2.311 -0.230 -0.326
C -1.713 1.186 0.676
P -0.119 1.901 0.062
O 0.892 0.822 -0.106
C -0.409 2.782 -1.493
C -1.197 3.928 -1.529
C -1.382 4.594 -2.727
C -0.768 4.134 -3.883
C 0.036 3.006 -3.841
C 0.221 2.333 -2.647
C 0.365 3.098 1.329
C -0.554 3.782 2.118
C -0.108 4.734 3.017
C 1.246 5.011 3.123
C 2.163 4.332 2.336
C 1.723 3.376 1.438
C -2.537 0.300 -2.035
C -2.295 -0.645 -3.026
C -2.533 -0.338 -4.353
C -3.016 0.916 -4.689
C -3.270 1.854 -3.702
C -3.054 1.547 -2.371
C -3.938 -0.672 0.346
C -4.989 -0.958 -0.518
C -6.222 -1.326 -0.005
C -6.404 -1.425 1.367
C -5.352 -1.158 2.231
C -4.122 -0.782 1.721
H -1.523 0.861 1.704
H -2.495 1.947 0.688
H -1.652 4.304 -0.624
H -2.001 5.478 -2.756
H -0.901 4.670 -4.811
H 0.526 2.656 -4.737
H 0.864 1.467 -2.598
H -1.612 3.580 2.042
H -0.821 5.257 3.636
H 1.584 5.757 3.826
H 3.216 4.548 2.424
H 2.422 2.834 0.816
H -1.943 -1.627 -2.747
H -2.349 -1.078 -5.114
H -3.218 1.157 -5.719
H -3.642 2.829 -3.970
H -3.295 2.271 -1.610
H -4.845 -0.893 -1.586
H -7.042 -1.536 -0.677
H -7.364 -1.714 1.766
H -5.485 -1.240 3.300
H -3.307 -0.580 2.402
Cl 1.364 -5.803 1.381
C 0.473 -5.373 -0.076
Cl 0.596 -3.607 -0.373
H -0.583 -5.606 0.059
H 0.902 -5.889 -0.935

126
Properties=species:S:1:pos:R:3 method="wB97M-V/def2-TZVPD" spin_multiplicity=1 e_homo_ev=-9.0 de_lowest_kj_mol=52.78 total_energy_ev=-119736.359 total_charge=+1
Ir 0.213 -0.332 -0.548
C 0.998 -4.228 0.167
Si -0.428 -3.506 1.143
C -0.328 -4.152 2.912
C -2.008 -4.249 0.440
N -0.499 -1.789 0.962
P -0.822 -0.567 1.974
C -0.784 0.803 0.982
P -1.176 2.023 -0.103
N -0.566 1.475 -1.519
Si 0.114 2.241 -2.903
C -0.740 3.835 -3.407
C 1.947 2.599 -2.622
C -0.156 1.116 -4.383
C -0.443 3.621 0.364
C -0.880 4.801 -0.235
C -0.257 6.007 0.049
C 0.794 6.044 0.954
C 1.204 4.879 1.587
C 0.588 3.669 1.295
C -2.920 2.478 -0.295
C -3.593 2.246 -1.490
C -4.939 2.568 -1.608
C -5.616 3.120 -0.531
C -4.946 3.367 0.661
C -3.600 3.056 0.777
C -2.336 -0.781 2.943
C -3.472 -0.068 2.578
C -4.666 -0.257 3.260
C -4.729 -1.169 4.303
C -3.597 -1.882 4.676
C -2.401 -1.684 4.003
C 0.480 -0.551 3.261
C 1.674 -1.241 3.057
C 2.649 -1.275 4.043
C 2.444 -0.608 5.245
C 1.271 0.105 5.446
C 0.295 0.134 4.459
H 0.692 -5.169 -0.289
H 1.856 -4.444 0.807
H 1.302 -3.549 -0.627
H 0.117 -5.150 2.889
H -1.328 -4.264 3.330
H 0.266 -3.544 3.592
H -2.071 -5.315 0.670
H -2.044 -4.135 -0.645
H -2.886 -3.761 0.869
H -0.537 4.678 -2.753
H -1.821 3.701 -3.478
H -0.381 4.107 -4.403
H 2.076 3.634 -2.299
H 2.549 2.456 -3.521
H 2.352 1.970 -1.825
H -1.171 1.254 -4.761
H -0.003 0.066 -4.145
H 0.523 1.400 -5.191
H -1.727 4.783 -0.907
H -0.602 6.918 -0.422
H 1.278 6.984 1.183
H 1.996 4.927 2.323
H 0.868 2.752 1.797
H -3.053 1.820 -2.323
H -5.457 2.394 -2.542
H -6.664 3.373 -0.622
H -5.470 3.813 1.495
H -3.076 3.262 1.703
H -3.420 0.629 1.753
H -5.544 0.306 2.973
H -5.660 -1.322 4.833
H -3.644 -2.584 5.497
H -1.514 -2.217 4.316
H 1.821 -1.779 2.127
H 3.562 -1.833 3.881
H 3.196 -0.644 6.022
H 1.106 0.625 6.380
H -0.631 0.670 4.636
N 1.714 -0.752 -2.213
S 2.644 -2.038 -2.183
C 4.106 -1.747 -1.169
C 4.202 -2.459 0.018
C 5.311 -2.272 0.835
C 6.303 -1.376 0.462
C 6.186 -0.651 -0.720
C 5.088 -0.838 -1.544
C 3.473 -2.183 -3.770
C 3.162 -1.314 -4.799
C 3.793 -1.470 -6.028
C 4.709 -2.493 -6.216
C 5.002 -3.368 -5.176
C 4.384 -3.218 -3.947
H 2.237 0.090 -2.446
H 3.427 -3.164 0.285
H 5.407 -2.839 1.751
H 7.173 -1.243 1.090
H 6.963 0.044 -1.009
H 5.007 -0.303 -2.482
H 2.430 -0.534 -4.651
H 3.560 -0.793 -6.839
H 5.194 -2.615 -7.174
H 5.713 -4.169 -5.323
H 4.613 -3.893 -3.131
C 3.728 2.009 2.728
C 3.954 1.291 1.395
C 2.709 0.805 0.801
N 1.755 0.372 0.335
H 4.689 2.290 3.157
H 3.210 1.363 3.432
H 3.142 2.910 2.586
H 4.602 0.424 1.529
H 4.441 1.947 0.669
C -1.824 -3.372 -3.865
C -2.214 -1.918 -4.075
S -2.390 -0.970 -2.543
O -1.195 -1.423 -1.709
C -3.785 -1.857 -1.815
C -3.989 -1.377 -0.390
H -1.402 -3.771 -4.787
H -2.678 -3.992 -3.600
H -1.068 -3.456 -3.084
H -3.162 -1.796 -4.603
H -1.457 -1.371 -4.636
H -3.559 -2.921 -1.848
H -4.639 -1.648 -2.463
H -4.766 -1.967 0.096
H -4.284 -0.328 -0.359
H -3.066 -1.502 0.175

58
Properties=species:S:1:pos:R:3 method="wB97M-V/def2-TZVPD" spin_multiplicity=2 s_squared=0.762 e_homo_ev="-17.1 / -17.1" de_lowest_kj_mol=30.02 total_energy_ev=-92761.869 total_charge=+3
Mn 1.218 -0.651 0.136
C -0.811 -2.875 1.780
P -0.963 -1.439 0.673
C -1.866 -2.103 -0.755
C -2.265 -0.509 1.622
C -2.699 0.954 1.349
P -1.940 2.390 2.155
C -0.777 3.251 1.125
C -3.203 3.502 2.694
H -0.156 -3.616 1.322
H -1.789 -3.330 1.945
H -0.384 -2.598 2.745
H -1.208 -2.779 -1.303
H -2.172 -1.306 -1.436
H -2.746 -2.657 -0.427
H -2.026 -0.633 2.678
H -3.157 -1.114 1.458
H -3.738 1.039 1.670
H -2.693 1.206 0.282
H -1.349 3.919 0.472
H -0.197 2.552 0.537
H -0.117 3.860 1.748
H -3.838 3.782 1.848
H -2.741 4.399 3.111
H -3.810 3.014 3.459
O -1.231 2.006 3.604
C -0.138 1.247 3.631
C 0.597 0.897 4.881
C 1.632 -0.102 4.330
C 1.313 -0.132 2.863
O 1.778 -0.854 1.986
N 0.296 0.752 2.530
H -0.072 0.470 5.629
H 1.030 1.792 5.331
H 1.517 -1.101 4.754
H 2.671 0.185 4.497
I 3.447 1.174 -0.082
I 5.245 -0.212 1.331
C 2.977 -0.903 -4.774
N 2.316 -1.364 -3.540
C 3.040 -2.446 -2.863
C 1.270 -0.765 -2.973
O 1.119 -0.854 -1.697
N 0.345 -0.107 -3.686
C 0.030 -0.394 -5.095
C -0.511 0.906 -3.076
H 4.043 -0.825 -4.568
H 2.624 0.076 -5.068
H 2.837 -1.608 -5.591
H 3.127 -3.294 -3.543
H 2.517 -2.769 -1.976
H 4.044 -2.116 -2.595
H 0.399 -1.373 -5.377
H 0.426 0.361 -5.770
H -1.054 -0.403 -5.194
H -0.308 0.980 -2.015
H -1.559 0.639 -3.225
H -0.339 1.876 -3.546